(1)
{
  "formula": "C41H38AsN2O10P2PbS2",
  "method": "the ωB97M-V functional and the def2-TZVPD basis",
  "e_homo_ev": -10.82,
  "e_lumo_ev": -4.13,
  "e_above_lowest_kj_mol": 138.0,
  "total_charge": 1,
  "spin_multiplicity": 1,
  "homo_lumo_gap_ev": 6.69,
  "symbols": ["Pb", "C", "S", "C", "C", "C", "N", "P", "C", "C", "C", "C", "C", "C", "C", "C", "C", "C", "C", "C", "P", "C", "C", "C", "C", "C", "C", "C", "C", "C", "C", "C", "C", "H", "H", "H", "H", "H", "H", "H", "H", "H", "H", "H", "H", "H", "H", "H", "H", "H", "H", "H", "H", "H", "H", "H", "H", "H", "H", "H", "H", "H", "O", "As", "O", "O", "C", "C", "C", "C", "C", "C", "S", "O", "O", "O", "H", "H", "H", "H", "H", "O", "C", "O", "C", "C", "C", "C", "C", "C", "N", "O", "O", "H", "H", "H", "H"],
  "xyz": [[-0.299, -0.269, -1.336], [0.694, -5.944, 5.095], [-1.091, -6.155, 4.918], [-1.688, -4.519, 5.429], [-1.992, -3.566, 4.277], [-0.767, -3.296, 3.422], [-1.067, -2.361, 2.312], [-0.771, -0.762, 2.463], [0.500, -0.327, 3.610], [0.122, 0.175, 4.863], [1.101, 0.487, 5.786], [2.443, 0.312, 5.459], [2.814, -0.173, 4.215], [1.842, -0.499, 3.282], [-1.941, 0.353, 2.078], [-3.274, -0.072, 1.668], [-4.118, 0.785, 1.098], [-3.777, 2.220, 0.862], [-2.395, 2.601, 1.289], [-1.568, 1.753, 1.898], [-1.372, -2.911, 0.653], [-2.456, -4.334, 0.944], [-3.826, -4.127, 0.776], [-4.728, -5.145, 1.044], [-4.263, -6.381, 1.471], [-2.900, -6.603, 1.619], [-1.998, -5.586, 1.353], [0.222, -3.674, 0.222], [1.417, -3.365, 0.867], [2.628, -3.822, 0.363], [2.655, -4.587, -0.792], [1.468, -4.901, -1.442], [0.259, -4.444, -0.943], [1.142, -6.916, 4.899], [0.946, -5.645, 6.111], [1.104, -5.226, 4.385], [-0.950, -4.090, 6.111], [-2.595, -4.687, 6.008], [-2.367, -2.620, 4.685], [-2.783, -3.984, 3.650], [-0.396, -4.221, 2.980], [0.038, -2.880, 4.034], [-0.924, 0.315, 5.104], [0.822, 0.872, 6.757], [3.206, 0.568, 6.183], [3.855, -0.274, 3.948], [2.139, -0.861, 2.308], [-3.583, -1.084, 1.892], [-5.125, 0.481, 0.834], [-4.487, 2.838, 1.420], [-2.102, 3.632, 1.137], [-0.590, 2.079, 2.228], [-4.185, -3.168, 0.418], [-5.788, -4.980, 0.909], [-4.964, -7.179, 1.678], [-2.539, -7.569, 1.949], [-0.936, -5.769, 1.465], [1.416, -2.778, 1.778], [3.550, -3.568, 0.870], [3.598, -4.934, -1.192], [1.485, -5.496, -2.345], [-0.661, -4.689, -1.462], [2.551, -0.306, -3.793], [1.044, 0.501, -4.214], [0.973, 1.587, -2.614], [-0.155, -0.493, -3.494], [2.083, 2.323, -2.316], [2.486, 3.358, -3.150], [3.637, 4.074, -2.858], [4.393, 3.776, -1.733], [3.990, 2.754, -0.890], [2.844, 2.029, -1.184], [2.305, 0.773, -0.082], [3.293, 0.608, 0.943], [0.967, 1.192, 0.388], [2.096, -0.464, -0.908], [2.585, -0.595, -2.866], [1.892, 3.590, -4.024], [3.944, 4.874, -3.519], [5.291, 4.337, -1.513], [4.555, 2.499, -0.004], [-4.094, 2.603, -0.500], [-3.305, 2.179, -1.483], [-2.318, 1.503, -1.297], [-3.749, 2.645, -2.823], [-4.803, 3.543, -2.977], [-5.169, 3.976, -4.242], [-4.486, 3.518, -5.357], [-3.449, 2.622, -5.177], [-3.062, 2.168, -3.933], [-2.718, 2.135, -6.366], [-1.927, 1.230, -6.200], [-2.981, 2.651, -7.429], [-5.330, 3.905, -2.106], [-5.985, 4.674, -4.360], [-4.741, 3.843, -6.356], [-2.251, 1.459, -3.837]],
  "lowdin_charge": [1.46, -0.40, 0.82, -0.48, -0.24, -0.26, -0.41, 1.08, -0.33, -0.07, -0.06, -0.04, -0.04, -0.08, -0.34, -0.09, 0.01, -0.24, 0.01, -0.09, 1.00, -0.39, -0.11, -0.07, -0.06, -0.07, -0.11, -0.40, -0.10, -0.06, -0.06, -0.06, -0.10, 0.04, 0.04, 0.02, 0.08, 0.07, 0.12, 0.10, 0.08, 0.12, 0.11, 0.11, 0.12, 0.12, 0.08, 0.10, 0.13, 0.17, 0.14, 0.11, 0.09, 0.11, 0.11, 0.11, 0.11, 0.07, 0.11, 0.11, 0.11, 0.11, -0.35, 1.18, -0.42, -0.77, -0.37, -0.02, -0.06, -0.07, -0.04, -0.21, 0.48, -0.28, -0.44, -0.47, 0.00, 0.12, 0.11, 0.11, 0.11, 0.05, -0.41, -0.01, -0.09, 0.01, -0.03, 0.03, -0.11, 0.08, -0.35, 0.07, 0.10, 0.12, 0.12, 0.13, 0.12]
}


(2)
{
  "formula": "C5H13Cl2FeTi",
  "method": "the ωB97M-V functional and the def2-TZVPD basis",
  "e_homo_ev": [-2.70, -4.59],
  "e_lumo_ev": [3.19, 2.54],
  "total_charge": -1,
  "spin_multiplicity": 7,
  "homo_lumo_gap_ev": [5.89, 7.13],
  "symbols": ["Fe", "Cl", "C", "H", "H", "H", "Ti", "C", "C", "C", "H", "H", "H", "H", "H", "H", "H", "H", "Cl", "C", "H", "H"],
  "xyz": [[-0.055, -0.720, 0.995], [1.999, 1.207, 0.638], [-1.712, -1.579, 1.678], [-1.588, -1.970, 2.684], [-2.102, -2.382, 1.031], [-2.358, -0.680, 1.702], [0.973, 0.433, -1.118], [-0.946, 1.108, -1.433], [1.846, 1.294, -2.813], [0.519, -1.484, -0.641], [2.860, 1.590, -2.502], [1.908, 0.657, -3.700], [1.313, 2.231, -3.019], [-1.716, 0.722, -0.741], [-0.864, 2.222, -1.404], [-1.170, 0.826, -2.488], [-0.342, -1.882, -1.264], [1.007, -2.386, -0.158], [-0.538, 1.529, 2.901], [0.134, -0.069, 2.903], [1.211, -0.020, 3.071], [-0.380, -0.647, 3.674]],
  "lowdin_charge": [0.62, 0.10, -0.26, -0.03, -0.01, 0.00, 0.28, -0.30, -0.30, -0.46, -0.04, -0.04, -0.03, -0.04, 0.00, 0.00, -0.01, -0.02, 0.45, -0.84, -0.03, -0.01]
}


Q: Which formula does entry 1 have?
A: C41H38AsN2O10P2PbS2